[1]
A single C4H4S molecule in a non-equilibrium geometry, computed with the ωB97M-V functional and the def2-TZVPD basis.

The geometry in XYZ format:
```
9
C4H4S (the ωB97M-V functional and the def2-TZVPD basis)
S 3.49149 -0.00036 0.10952
C 1.92316 0.03983 -0.10879
C 0.70624 -0.76649 -0.27591
C -0.18796 -0.01018 0.68424
C 0.69081 0.72792 -0.29432
H 0.32723 -1.52784 -1.08014
H -1.27695 -0.07064 0.47016
H 0.20339 0.15992 1.79149
H 0.29413 1.48217 -1.11663
```

Computed properties:
LUMO energy	0.16	eV
DFT total energy	-15044.51759	eV
multiplicity	1
ΔE to the lowest compared entry with this formula, charge and spin	72.91	kcal/mol
SMILES	S=C1[C@H]2C[C@@H]12

Atomic partial charges in e from the natural (NBO) method, atoms 1 to 8: number 1, S, carries 0.057; number 2, C, carries -0.107; number 3, C, carries -0.248; number 4, C, carries -0.388; number 5, C, carries -0.260; number 6, H, carries 0.246; number 7, H, carries 0.233; number 8, H, carries 0.224


[2]
2 unconnected molecules or ions with the total composition C3H5FS in a non-equilibrium geometry, computed with the ωB97M-V functional and the def2-TZVPD basis.

The geometry in XYZ format:
```
10
C3H5FS (the ωB97M-V functional and the def2-TZVPD basis)
C -0.49613 0.42691 -2.11597
C -0.77885 -0.04467 -0.89567
C 0.83533 0.30085 1.54364
F -1.79010 0.08100 -0.08980
S 1.14475 -1.36171 1.47410
H -1.30457 0.87060 -2.67664
H 0.34261 0.00389 -2.65571
H 1.37687 0.84828 0.80823
H 0.54174 0.65976 2.52045
H 0.12834 -1.78490 2.08737
```

Computed properties:
LUMO energy (alpha / beta)	0.08 / -0.17	eV
DFT total energy	-16739.25601	eV
multiplicity	1
ΔE to the lowest compared entry with this formula, charge and spin	113.39	kcal/mol

Atomic partial charges in e from the natural (NBO) method, atoms 1 to 8: number 1, C, carries -0.665; number 2, C, carries 0.509; number 3, C, carries -0.590; number 4, F, carries -0.315; number 5, S, carries 0.102; number 6, H, carries 0.219; number 7, H, carries 0.236; number 8, H, carries 0.205


[3]
2 unconnected molecules or ions with the total composition C2H6NO3 in a non-equilibrium geometry, computed with the ωB97M-V functional and the def2-TZVPD basis.

The geometry in XYZ format:
```
12
C2H6NO3 (the ωB97M-V functional and the def2-TZVPD basis)
O -0.91226 1.54138 1.35473
C -0.12587 0.56550 1.30938
N -0.35733 -0.46671 0.52273
C 0.57034 -1.97300 0.17983
O 1.27083 -2.21774 1.20810
H 0.84084 0.73187 1.81117
H -1.21574 -0.49488 -0.00511
H 1.02945 -1.67983 -0.76810
H -0.30944 -2.64324 -0.00744
H -0.67525 2.27046 -1.20907
H 0.21571 1.80776 -2.32625
O -0.33128 2.55842 -2.06997
```

Computed properties:
LUMO energy	3.99	eV
DFT total energy	-9803.99039	eV
multiplicity	1
ΔE to the lowest compared entry with this formula, charge and spin	50.97	kcal/mol
net charge	-1

Atomic partial charges in e from the natural (NBO) method, atoms 1 to 8: number 1, O, carries -0.767; number 2, C, carries 0.481; number 3, N, carries -0.729; number 4, C, carries 0.228; number 5, O, carries -0.818; number 6, H, carries 0.121; number 7, H, carries 0.347; number 8, H, carries 0.076


[4]
A molecular structure, C25H31ClMoNO2Si2 in a non-equilibrium geometry, computed with the ωB97M-V functional and the def2-TZVPD basis.

The geometry in XYZ format:
```
63
C25H31ClMoNO2Si2 (the ωB97M-V functional and the def2-TZVPD basis)
Mo -0.28165 -0.25406 -0.01617
Cl 4.82533 0.00082 5.22541
C 3.45941 0.09306 4.17837
C 2.32776 0.82463 4.58053
C 1.23933 0.94067 3.75326
C 1.22382 0.33551 2.48850
O 0.18411 0.53547 1.70484
C 2.34824 -0.45698 2.10853
C 2.35787 -1.19008 0.90700
O 1.38681 -1.24133 0.10186
C 3.46689 -0.54374 2.97238
H 2.32586 1.29886 5.55263
H 0.37258 1.51233 4.05733
H 3.23970 -1.77700 0.64892
H 4.32407 -1.13349 2.67222
C -3.90953 -3.29577 1.74314
Si -2.43273 -2.13816 1.61252
C -2.67013 -0.73914 2.86448
C -0.85120 -3.11346 1.97522
C -2.16745 -1.31089 -0.11331
C -2.86316 -0.00185 -0.11333
C -4.21298 0.31303 -0.15288
C -4.58914 1.64186 -0.04066
C -3.61167 2.62044 0.12588
C -2.28706 2.24543 0.13132
N -1.92367 0.96441 -0.01345
Si -2.45742 -2.37138 -1.68628
C -0.97908 -3.54952 -1.79376
C -2.52498 -1.19204 -3.16384
C -4.05150 -3.37315 -1.62297
H -4.13106 -3.46477 2.79946
H -3.70110 -4.26698 1.29218
H -4.80999 -2.89300 1.27668
H -2.43640 -1.08746 3.87295
H -3.70724 -0.39611 2.86952
H -2.03733 0.12327 2.65696
H -0.78794 -3.36154 3.03720
H 0.04973 -2.55726 1.71762
H -0.83240 -4.05037 1.41498
H -4.94229 -0.47853 -0.26717
H -5.63623 1.91234 -0.06992
H -3.87658 3.66088 0.24442
H -1.48771 2.96667 0.24901
H -0.09549 -3.13703 -1.30349
H -0.72207 -3.74791 -2.83649
H -1.20087 -4.51106 -1.32564
H -1.56342 -1.14729 -3.67797
H -2.78658 -0.17423 -2.86705
H -3.27406 -1.52259 -3.88625
H -3.98415 -4.21814 -0.93724
H -4.24635 -3.77473 -2.62021
H -4.92051 -2.77687 -1.33713
C 0.70954 0.85314 -4.67064
C 0.02428 1.78898 -3.90554
C -0.18881 1.56011 -2.55724
C 0.27641 0.39680 -1.92874
C 0.99411 -0.51536 -2.71725
C 1.19360 -0.30073 -4.07330
H 0.87424 1.03037 -5.72540
H -0.35321 2.69350 -4.36437
H -0.72980 2.30674 -1.98920
H 1.41157 -1.41279 -2.27767
H 1.73766 -1.03064 -4.65871
```

Computed properties:
LUMO energy (alpha / beta)	-3.88 / -4.40	eV
DFT total energy	-62142.92882	eV
multiplicity	3
expectation value of S²	2.02
ΔE to the lowest compared entry with this formula, charge and spin	0.00	kcal/mol
net charge	+1

Atomic partial charges in e from the natural (NBO) method, atoms 1 to 8: number 1, Mo, carries 1.503; number 2, Cl, carries 0.051; number 3, C, carries -0.087; number 4, C, carries -0.133; number 5, C, carries -0.221; number 6, C, carries 0.402; number 7, O, carries -0.666; number 8, C, carries -0.286